Formula: C4H10ClN2
Source: OMol25
Level of theory: ωB97M-V/def2-TZVPD

Each atom is followed by the atoms it is bonded to, with distances in Å.
Positions of all 17 atoms, in Å:
1 C 2.47048 0.27257 1.33962  N5 1.284, Cl7 1.767, H12 1.124
2 C -0.91624 1.40921 -0.55499  C3 1.475, H8 1.121, H9 1.045, H10 1.159
3 C -0.61713 -0.00470 -0.26046  C2 1.475, C4 1.342, H11 1.220
4 C -1.28888 -0.73465 0.64329  C3 1.342, N6 1.331, H13 1.133
5 N 1.93623 -0.32337 2.34379  C1 1.284, H14 1.055, H16 1.000
6 N -2.27765 -0.26459 1.40088  C4 1.331, H15 1.000, H17 1.027
7 Cl 4.20864 0.18310 1.03424  C1 1.767
8 H -1.81898 1.54306 -1.20639  C2 1.121
9 H -0.16160 1.97269 -1.00835  C2 1.045
10 H -1.20624 1.88633 0.46102  C2 1.159
11 H 0.11755 -0.60402 -1.02826  C3 1.220
12 H 1.62769 0.70408 0.73462  C1 1.124
13 H -1.07409 -1.83646 0.79357  C4 1.133
14 H 2.28071 -1.00046 3.07522  N5 1.055
15 H -2.62485 -0.87835 2.10996  N6 1.000
16 H 1.00062 0.00494 2.46996  N5 1.000
17 H -2.57459 0.71766 1.36240  N6 1.027

* total charge: +1
* HOMO: -11.4 eV
* max |F|: 4.34 eV/Å
* frontier orbital gap: 5.96 eV



Formula: C4H10ClN2O
Source: OMol25
Level of theory: ωB97M-V/def2-TZVPD

Each atom is followed by the atoms it is bonded to, with distances in Å.
Positions of all 18 atoms, in Å:
1 N 1.01638 -2.15033 -0.25758  C2 1.283, H9 1.016, H10 1.018
2 C 0.53695 -1.22323 0.48907  N1 1.283, C3 1.499, H11 1.086
3 C 0.98433 0.20468 0.40138  C2 1.499, O4 1.405, C5 1.533, H12 1.097
4 O 1.84459 0.30983 1.50770  C3 1.405, H13 0.967
5 C -0.17261 1.21076 0.42547  C3 1.533, C6 1.527, H14 1.089, H15 1.091
6 C -1.16490 0.99202 -0.71448  C5 1.527, N7 1.451, H16 1.097, H17 1.093
7 N -1.78863 -0.31298 -0.59453  C6 1.451, Cl8 1.761, H18 1.016
8 Cl -2.91463 -0.41324 0.75594  N7 1.761
9 H 0.81157 -3.13377 -0.10520  N1 1.016
10 H 1.63480 -1.92126 -1.03302  N1 1.018
11 H -0.10093 -1.49217 1.32551  C2 1.086
12 H 1.60334 0.35866 -0.49089  C3 1.097
13 H 1.38273 0.63933 2.29045  O4 0.967
14 H 0.24658 2.21271 0.34788  C5 1.089
15 H -0.70631 1.12772 1.37347  C5 1.091
16 H -1.89432 1.81148 -0.70474  C6 1.097
17 H -0.65089 1.00870 -1.67892  C6 1.093
18 H -2.31976 -0.54128 -1.43018  N7 1.016

* total charge: +1
* HOMO: -13.5 eV
* max |F|: 0.75 eV/Å
* frontier orbital gap: 9.12 eV
* structure (SMILES): [NH2+]=C[C@H](O)CCNCl



Formula: C4H10ClN2O2P
Source: OMol25
Level of theory: ωB97M-V/def2-TZVPD

Each atom is followed by the atoms it is bonded to, with distances in Å.
Positions of all 20 atoms, in Å:
1 N -1.38985 1.44450 -1.83407  P2 2.174, H11 1.008, H12 1.035
2 P -1.13998 -0.52025 -0.93818  N1 2.174, O3 1.486, O4 1.510, N5 2.004
3 O -2.21791 -0.82512 0.03821  P2 1.486
4 O -0.56729 -1.48367 -1.95014  P2 1.510
5 N 0.49015 0.12176 0.03409  P2 2.004, C6 1.409, C9 1.441, C10 1.462
6 C 1.10237 -1.03164 0.56296  N5 1.409, C7 1.537, H13 1.011, H14 1.136
7 C 0.12973 -1.64058 1.58537  C6 1.537, Cl8 1.799, H15 1.009, H16 1.163
8 Cl 1.23555 -2.65628 2.57609  C7 1.799
9 C 0.11773 1.44581 0.46252  N5 1.441, C10 1.454, H17 1.086, H18 1.011
10 C 1.06738 1.29029 -0.62790  N5 1.462, C9 1.454, H19 1.083, H20 1.119
11 H -1.68529 1.16215 -2.75507  N1 1.008
12 H -2.23522 1.86371 -1.40880  N1 1.035
13 H 1.27396 -1.60643 -0.25062  C6 1.011
14 H 2.03301 -0.62942 1.07633  C6 1.136
15 H -0.48550 -2.32207 1.16623  C7 1.009
16 H -0.25218 -0.92885 2.42253  C7 1.163
17 H 0.35686 1.72938 1.48321  C9 1.086
18 H -0.86233 1.64100 0.31121  C9 1.011
19 H 0.89326 1.58888 -1.65442  C10 1.083
20 H 2.13556 1.35682 -0.29953  C10 1.119

* HOMO: -9.8 eV
* max |F|: 5.95 eV/Å
* frontier orbital gap: 10.40 eV
* structure (SMILES): N[P@@](=O)([O-])[N+]1(CCCl)CC1



Table of energy above the lowest of the compared OMol25 structures with the same formula, charge and spin (eV), in record order: 2.447; 1.380; 1.733
Table of LUMO energy (eV), in record order: -5.43; -4.41; 0.55